P | A single C17H19N3O4S molecule, computed with the ωB97M-V functional and the def2-TZVPD basis.

Summary:
**Highest occupied orbital energy**: -8.981 eV
**Gap between HOMO and LUMO**: 8.94 eV
**SMILES**: Cc1cc(-c2ccc(C(C)C)c(S(=O)(=O)Nc3cc(C)on3)c2)on1
**Molar mass**: 361.4 g mol⁻¹

XYZ file:
```
44
C17H19N3O4S the ωB97M-V functional and the def2-TZVPD basis
C 5.5103 2.2503 2.3344
C 4.0386 2.0722 2.3093
N 3.2255 2.9199 2.8853
O 1.9625 2.4822 2.6885
C 1.9909 1.3386 1.9749
C 3.2996 1.0267 1.7013
H 3.6850 0.1895 1.1596
C 0.7426 0.6827 1.6424
C 0.7268 -0.4848 0.8832
C -0.4708 -1.0964 0.5740
C -1.6919 -0.5998 1.0123
C -1.6626 0.5772 1.7614
C -0.4775 1.2110 2.0706
H -0.4789 2.1209 2.6509
H -2.5895 1.0057 2.1089
C -2.9930 -1.2820 0.6854
H -2.7665 -2.2576 0.2537
C -3.8313 -1.5120 1.9458
H -4.1657 -0.5737 2.3810
H -3.2526 -2.0557 2.6882
H -4.7094 -2.1020 1.6964
C -3.7712 -0.4524 -0.3408
H -3.1911 -0.3284 -1.2520
H -4.7032 -0.9525 -0.5913
H -4.0048 0.5323 0.0583
S -0.3398 -2.5554 -0.4580
O 1.0282 -2.7094 -0.8507
O -1.0165 -3.6757 0.1191
N -1.2740 -2.1251 -1.7976
C -0.7913 -1.2892 -2.7691
N -1.2787 -1.2755 -3.9874
O -0.6120 -0.3028 -4.6659
C 0.2888 0.2738 -3.8563
C 0.2220 -0.3035 -2.6214
H 0.8005 -0.0879 -1.7509
C 1.1409 1.3557 -4.4058
H 1.8845 0.9364 -5.0824
H 0.5321 2.0586 -4.9703
H 1.6481 1.8734 -3.5977
H -1.9263 -2.8212 -2.1246
H 1.6358 -0.9373 0.5210
H 5.9814 1.3957 2.8170
H 5.8962 2.3220 1.3189
H 5.7582 3.1554 2.8804
```

Taken from the natural (NBO) analysis, the atomic charges in e are: atom 1 (C): -0.642, atom 2 (C): 0.151, atom 3 (N): -0.127, atom 4 (O): -0.273, atom 5 (C): 0.309, atom 6 (C): -0.344, atom 7 (H): 0.233, atom 8 (C): -0.111, atom 9 (C): -0.179, atom 10 (C): -0.265, atom 11 (C): 0.025, atom 12 (C): -0.216, atom 13 (C): -0.138, atom 14 (H): 0.233, atom 15 (H): 0.222, atom 16 (C): -0.251, atom 17 (H): 0.228, atom 18 (C): -0.597, atom 19 (H): 0.199, atom 20 (H): 0.217, atom 21 (H): 0.216, atom 22 (C): -0.598, atom 23 (H): 0.218, atom 24 (H): 0.213, atom 25 (H): 0.202, atom 26 (S): 2.309, atom 27 (O): -0.922, atom 28 (O): -0.924, atom 29 (N): -0.867, atom 30 (C): 0.312, atom 31 (N): -0.186, atom 32 (O): -0.272, atom 33 (C): 0.352, atom 34 (C): -0.396, atom 35 (H): 0.240, atom 36 (C): -0.661, atom 37 (H): 0.237, atom 38 (H): 0.238, atom 39 (H): 0.233, atom 40 (H): 0.438, atom 41 (H): 0.248, atom 42 (H): 0.228, atom 43 (H): 0.226, atom 44 (H): 0.239

---

Q | A molecular structure, C17H19N3O4S, computed with the ωB97M-V functional and the def2-TZVPD basis.

Summary:
**Highest occupied orbital energy**: -7.710 eV
**Gap between HOMO and LUMO**: 7.30 eV
**Molar mass**: 361.4 g mol⁻¹

XYZ file:
```
44
C17H19N3O4S the ωB97M-V functional and the def2-TZVPD basis
C -5.4148 -0.1659 2.0292
H -6.1251 0.5408 2.1110
O -4.6233 0.2078 0.7233
C -4.1379 1.3676 0.7187
C -3.3914 1.4293 -0.7092
N -2.1338 0.9596 -0.4760
C -1.2131 1.6638 0.2431
O -1.3762 2.9047 0.4379
C 0.2041 1.2560 0.0119
C 1.3762 1.6814 -0.5560
C 2.4801 1.2496 -0.1965
C 2.2368 0.1426 0.6331
N 3.3159 -0.9175 1.1267
C 4.5344 -0.4530 0.8430
C 5.5576 -1.3599 1.1904
C 6.7767 -1.2077 1.0219
C 7.1705 -0.3462 -0.0190
C 6.0886 0.5234 -0.4754
N 4.9416 0.5274 -0.2059
C 3.8208 1.3355 -0.6111
O 4.1434 2.0952 -1.6537
H 6.1400 1.4497 -1.1404
H 8.1364 0.0817 -0.3644
H 7.5815 -1.7369 1.4624
H 5.2848 -1.9106 1.8096
S 0.7618 -0.0494 1.1890
H 1.3065 2.3554 -1.2505
C -1.7944 -0.0600 -1.1997
H -2.4808 -0.2850 -1.9901
C -2.2016 -1.4605 -0.2160
O -1.9813 -2.5489 -0.9603
C -2.9766 -3.0546 -2.0025
H -2.8431 -2.3788 -2.7630
H -2.7559 -4.1936 -2.1542
H -3.9961 -3.0186 -1.4726
H -3.2510 -1.1226 0.0282
H -1.5985 -1.4181 0.4480
H -0.7714 -0.2823 -1.1487
H -3.9928 1.1987 -1.3605
H -3.4317 2.8114 -0.6269
H -3.4348 1.4403 1.7616
H -5.1185 2.2382 1.0631
H -5.9776 -1.2095 1.8686
H -4.8361 -0.2802 2.8321
```

Taken from the natural (NBO) analysis, the atomic charges in e are: atom 1 (C): -0.230, atom 2 (H): 0.183, atom 3 (O): -0.577, atom 4 (C): 0.008, atom 5 (C): -0.188, atom 6 (N): -0.437, atom 7 (C): 0.595, atom 8 (O): -0.584, atom 9 (C): -0.213, atom 10 (C): -0.173, atom 11 (C): -0.267, atom 12 (C): -0.038, atom 13 (N): -0.458, atom 14 (C): 0.382, atom 15 (C): -0.260, atom 16 (C): -0.130, atom 17 (C): -0.319, atom 18 (C): 0.102, atom 19 (N): -0.375, atom 20 (C): 0.655, atom 21 (O): -0.612, atom 22 (H): 0.252, atom 23 (H): 0.239, atom 24 (H): 0.219, atom 25 (H): 0.195, atom 26 (S): 0.520, atom 27 (H): 0.238, atom 28 (C): -0.271, atom 29 (H): 0.210, atom 30 (C): -0.018, atom 31 (O): -0.553, atom 32 (C): -0.252, atom 33 (H): 0.182, atom 34 (H): 0.213, atom 35 (H): 0.182, atom 36 (H): 0.176, atom 37 (H): 0.137, atom 38 (H): 0.234, atom 39 (H): 0.192, atom 40 (H): 0.210, atom 41 (H): 0.146, atom 42 (H): 0.109, atom 43 (H): 0.195, atom 44 (H): 0.180

---

Relative energies, kJ/mol: P 0.0; Q 1467.6.